# 1
46
Properties=species:S:1:pos:R:3 method="wB97M-V/def2-TZVPD" homo_energy_ev=-2.5 charge=-2 e_tot_ha=-1920.79351 lumo_energy_ev=4.4 relative_energy_kj_mol=21.3
Pb 0.864 1.031 0.071
C -3.256 2.635 2.719
C -2.312 1.582 2.153
O -1.257 1.976 1.676
C -2.710 0.169 2.215
C -3.859 -0.183 2.949
C -4.263 -1.483 3.137
C -3.471 -2.504 2.571
C -2.357 -2.213 1.840
C -1.929 -0.860 1.583
O -0.938 -0.651 0.831
H -2.803 3.606 2.532
H -3.401 2.504 3.792
H -4.239 2.588 2.247
H -4.449 0.607 3.399
H -5.149 -1.714 3.713
H -3.749 -3.544 2.721
H -1.746 -2.993 1.403
O 5.916 -1.616 2.914
C 4.973 -1.105 2.360
C 4.166 0.088 2.862
O 4.369 0.703 3.892
C 3.127 0.302 1.856
C 3.232 -0.634 0.814
O 2.407 -0.641 -0.177
C 4.355 -1.545 1.037
O 4.736 -2.468 0.342
O 2.200 1.202 1.873
C -1.206 -0.683 -4.836
P -0.663 -0.309 -3.118
C 1.101 -0.790 -3.258
C -1.320 -1.796 -2.271
H -0.913 -1.694 -5.137
H -0.764 0.032 -5.531
H -2.291 -0.594 -4.911
H 1.221 -1.712 -3.836
H 1.533 -0.955 -2.269
H 1.677 0.008 -3.727
H -1.028 -2.716 -2.787
H -2.410 -1.744 -2.222
H -0.962 -1.819 -1.239
N 2.183 2.737 -1.472
C 2.684 3.488 -2.210
N 3.074 4.378 -3.057
C 4.295 4.541 -3.490
N 5.332 4.787 -3.955

***

# 2
43
Properties=species:S:1:pos:R:3 method="wB97M-V/def2-TZVPD" homo_energy_ev=-7.6 charge=0 e_tot_ha=-1657.83266 lumo_energy_ev=0.2 relative_energy_kj_mol=0.0
Pt 0.691 0.982 0.568
O 0.396 -3.600 -2.227
C -0.067 -3.948 -1.017
C -0.457 -5.277 -0.840
C -0.957 -5.707 0.371
C -1.080 -4.822 1.441
C -0.687 -3.511 1.272
C -0.176 -3.048 0.058
C 0.234 -1.633 -0.052
O 0.153 -0.901 1.019
N 0.655 -1.200 -1.214
N 1.016 0.140 -1.163
C 1.677 0.660 -2.132
C 2.122 2.029 -2.170
C 2.853 2.410 -3.313
C 3.369 3.671 -3.463
C 3.163 4.603 -2.438
C 2.450 4.272 -1.314
C 1.893 2.986 -1.138
O 1.177 2.803 -0.055
H 0.613 -2.638 -2.197
H -0.353 -5.951 -1.679
H -1.255 -6.741 0.486
H -1.472 -5.160 2.390
H -0.758 -2.804 2.087
H 1.914 0.010 -2.971
H 3.005 1.669 -4.090
H 3.927 3.938 -4.350
H 3.577 5.600 -2.528
H 2.289 4.989 -0.520
C -2.370 2.795 1.374
N -2.374 1.595 2.199
C -3.450 0.760 2.429
C -3.013 -0.260 3.195
N -1.674 -0.023 3.423
C -1.278 1.095 2.795
S 0.311 1.743 2.770
H -3.359 2.913 0.941
H -1.622 2.689 0.588
H -2.120 3.661 1.982
H -4.425 0.965 2.024
H -3.527 -1.117 3.587
H -1.013 -0.637 3.871

***

# 3
44
Properties=species:S:1:pos:R:3 method="wB97M-V/def2-TZVPD" homo_energy_ev=-9.3 charge=0 smiles="O=[N+]([O-])c1ccccc1.O=[N+]([O-])c1ccccc1.O=C(O)Nc1ccccn1" e_tot_ha=-1365.49667 lumo_energy_ev=-1.1 relative_energy_kj_mol=1080.2
O -0.527 2.429 -2.411
N -0.163 2.618 -3.581
O -0.653 3.466 -4.340
C 0.920 1.775 -4.104
C 1.478 0.778 -3.292
C 2.490 -0.036 -3.802
C 2.943 0.148 -5.110
C 2.393 1.149 -5.913
C 1.378 1.967 -5.414
H 1.136 0.622 -2.271
H 2.925 -0.817 -3.182
H 3.729 -0.493 -5.506
H 2.754 1.288 -6.930
H 0.958 2.741 -6.054
O 1.164 -0.320 7.750
N 0.569 -0.337 6.662
O -0.659 -0.237 6.533
C 1.375 -0.490 5.444
C 2.764 -0.644 5.546
C 3.522 -0.814 4.386
C 2.898 -0.825 3.138
C 1.515 -0.662 3.039
C 0.746 -0.494 4.192
H 3.266 -0.637 6.511
H 4.601 -0.940 4.455
H 3.493 -0.964 2.236
H 1.037 -0.669 2.062
H -0.331 -0.371 4.098
O 0.857 -1.459 -0.524
C -0.486 -1.344 -0.354
O -0.917 -0.911 1.017
N -1.507 -1.650 -1.442
C -2.836 -1.144 -0.834
C -3.055 0.461 -0.977
C -4.458 1.057 -0.287
C -5.336 -0.168 0.411
C -4.951 -1.749 0.407
N -3.682 -2.209 -0.229
H -1.020 0.100 0.913
H -1.297 -1.133 -2.330
H -2.272 1.167 -1.501
H -4.761 2.187 -0.286
H -6.346 0.134 0.964
H -5.654 -2.574 0.908

***

# 4
40
Properties=species:S:1:pos:R:3 method="wB97M-V/def2-TZVPD" homo_energy_ev=-9.3 charge=0 e_tot_ha=-1387.93450 lumo_energy_ev=-0.7 relative_energy_kj_mol=113.2
O -2.596 -2.559 0.465
C -2.625 -3.610 1.034
C -1.414 -4.356 1.541
C -0.248 -4.414 0.583
C 0.464 -5.658 0.528
C 1.539 -5.864 -0.274
C 2.011 -4.788 -1.087
N 3.045 -4.784 -1.909
S 3.112 -3.278 -2.526
N 1.852 -2.627 -1.797
C 1.297 -3.547 -1.011
C 0.161 -3.365 -0.182
H -3.603 -4.078 1.248
H -1.112 -3.968 2.514
H -1.734 -5.381 1.726
H 0.123 -6.467 1.161
H 2.052 -6.812 -0.313
H -0.364 -2.424 -0.155
N 1.320 2.797 0.985
C 1.677 1.688 0.340
C 1.219 0.422 0.672
C 0.344 0.300 1.739
C -0.036 1.442 2.426
C 0.478 2.659 2.010
H 2.365 1.828 -0.487
H 1.540 -0.444 0.108
H -0.036 -0.671 2.030
H -0.716 1.391 3.265
H 0.202 3.579 2.516
N -2.219 5.189 -2.354
C -1.540 4.407 -1.515
C -0.425 4.821 -0.801
C 0.011 6.125 -0.971
C -0.681 6.954 -1.840
C -1.785 6.439 -2.502
H -1.915 3.393 -1.416
H 0.090 4.139 -0.129
H 0.878 6.488 -0.434
H -0.373 7.979 -2.002
H -2.357 7.055 -3.188

***

# 5
44
Properties=species:S:1:pos:R:3 method="wB97M-V/def2-TZVPD" homo_energy_ev="-7.4 / -8.8" charge=0 e_tot_ha=-5043.72422 spin_multiplicity=3 lumo_energy_ev="0.6 / -2.3" relative_energy_kj_mol=0.0
Pd 0.200 -0.068 1.551
O 1.677 0.619 2.975
C 2.419 1.398 2.266
O 3.456 1.107 1.693
C 1.957 2.841 2.217
C 2.879 3.823 2.547
C 2.519 5.162 2.573
C 1.224 5.552 2.239
C 0.302 4.596 1.876
C 0.647 3.229 1.859
S -0.559 2.130 1.318
H 3.890 3.520 2.782
H 3.252 5.909 2.849
H 0.946 6.597 2.253
H -0.703 4.878 1.590
Cl 2.799 -3.603 5.246
C 2.593 -1.975 4.550
Cl 4.056 -1.478 3.721
Cl 2.161 -0.833 5.822
C 1.484 -2.062 3.592
N 0.611 -2.174 2.856
C -2.772 -0.236 -0.676
As -1.073 -1.075 -0.263
C -1.590 -2.943 -0.207
C -0.112 -0.939 -1.973
C -0.868 -1.465 -3.153
C -0.761 -2.803 -3.529
C -1.488 -3.302 -4.599
C -2.336 -2.469 -5.315
C -2.445 -1.133 -4.956
C -1.717 -0.637 -3.885
H -3.226 -0.691 -1.554
H -2.618 0.829 -0.847
H -3.430 -0.356 0.184
H -2.118 -3.222 -1.118
H -2.235 -3.093 0.657
H -0.702 -3.561 -0.086
H 0.828 -1.471 -1.826
H 0.129 0.119 -2.085
H -0.094 -3.458 -2.980
H -1.388 -4.343 -4.878
H -2.902 -2.856 -6.152
H -3.095 -0.473 -5.516
H -1.800 0.410 -3.617

***

# 6
42
Properties=species:S:1:pos:R:3 method="wB97M-V/def2-TZVPD" homo_energy_ev=-8.1 charge=0 smiles="C[C@@H](SCc1ccccc1)C(=O)N/N=C/c1cc2c(cc1Br)OCO2" e_tot_ha=-4003.52378 lumo_energy_ev=0.1 relative_energy_kj_mol=114.8
C 1.269 2.393 2.938
C 0.857 1.745 1.631
S -0.322 2.770 0.654
C 0.629 4.301 0.332
C 0.641 5.248 1.489
C 1.843 5.750 1.971
C 1.855 6.632 3.037
C 0.667 7.017 3.634
C -0.535 6.518 3.160
C -0.548 5.639 2.092
C 2.014 1.502 0.699
O 2.982 2.226 0.605
N 1.890 0.415 -0.127
N 0.848 -0.415 -0.094
C 0.787 -1.387 -0.916
C -0.341 -2.290 -0.906
C -1.431 -2.012 -0.056
C -2.492 -2.873 -0.060
C -2.517 -4.008 -0.883
C -1.473 -4.305 -1.722
C -0.392 -3.426 -1.716
Br 1.046 -3.860 -2.878
O -3.681 -4.684 -0.692
C -4.405 -3.948 0.275
O -3.648 -2.822 0.663
H 0.397 2.780 3.459
H 1.962 3.209 2.753
H 1.762 1.657 3.571
H 0.301 0.820 1.788
H 0.118 4.743 -0.526
H 1.638 4.013 0.039
H 2.772 5.446 1.509
H 2.795 7.017 3.405
H 0.677 7.702 4.469
H -1.465 6.814 3.623
H -1.482 5.240 1.723
H 2.643 0.271 -0.807
H 1.580 -1.564 -1.648
H -1.404 -1.132 0.561
H -1.488 -5.175 -2.356
H -4.599 -4.585 1.151
H -5.364 -3.619 -0.156

***

# 7
42
Properties=species:S:1:pos:R:3 method="wB97M-V/def2-TZVPD" homo_energy_ev=-8.0 charge=0 smiles="Cc1c(NCc2cc(Cl)cc(Cl)c2O)c(=O)n(-c2ccccc2)n1C" e_tot_ha=-1931.25422 lumo_energy_ev=0.5 relative_energy_kj_mol=128.8
C -1.458 -0.361 1.954
C -0.331 -0.576 1.014
C -0.215 -1.502 0.024
N -1.167 -2.480 -0.330
C -2.074 -2.077 -1.419
C -2.712 -0.757 -1.102
C -2.036 0.422 -1.376
C -2.568 1.644 -1.001
Cl -1.686 3.099 -1.315
C -3.795 1.718 -0.364
C -4.477 0.542 -0.114
Cl -6.028 0.600 0.677
C -3.956 -0.707 -0.461
O -4.621 -1.846 -0.200
C 1.065 -1.305 -0.634
O 1.581 -1.918 -1.552
N 1.636 -0.224 0.035
C 2.987 0.135 -0.021
C 3.710 0.384 1.144
C 5.043 0.740 1.062
C 5.668 0.832 -0.170
C 4.954 0.559 -1.325
C 3.616 0.219 -1.259
N 0.821 0.174 1.095
C 0.766 1.585 1.408
H -1.973 0.576 1.744
H -1.096 -0.335 2.981
H -2.160 -1.182 1.842
H -0.674 -3.316 -0.636
H -1.539 -1.992 -2.377
H -2.838 -2.851 -1.498
H -1.085 0.383 -1.885
H -4.213 2.669 -0.074
H -5.458 -1.626 0.239
H 3.232 0.278 2.107
H 5.598 0.936 1.968
H 6.710 1.107 -0.228
H 5.441 0.618 -2.287
H 3.057 -0.004 -2.153
H 1.770 2.002 1.368
H 0.373 1.704 2.416
H 0.128 2.132 0.706

***

# 8
45
Properties=species:S:1:pos:R:3 method="wB97M-V/def2-TZVPD" homo_energy_ev="-7.8 / -9.0" charge=0 e_tot_ha=-2171.14689 spin_multiplicity=5 lumo_energy_ev="0.1 / -1.5" relative_energy_kj_mol=97.0
Rh 0.214 1.353 -0.486
O 2.280 7.245 -0.079
C 1.811 5.989 -0.022
C 0.444 5.694 -0.002
C 0.052 4.370 0.054
N 0.932 3.380 0.088
C 2.234 3.638 0.003
C 2.723 4.927 -0.031
C 3.066 2.373 -0.269
O 4.244 2.329 0.016
O 2.369 1.479 -0.842
C -1.419 3.893 -0.099
O -2.320 4.658 0.179
O -1.496 2.722 -0.569
H 1.550 7.878 -0.114
H -0.311 6.465 -0.042
H 3.782 5.113 -0.082
O -1.429 -0.235 -0.052
S -1.641 -1.695 0.161
C -2.861 -2.242 -1.117
C -4.238 -1.980 -0.540
C -4.156 -2.470 0.900
C -2.933 -1.791 1.492
H -2.683 -3.308 -1.258
H -2.654 -1.704 -2.037
H -5.016 -2.498 -1.100
H -4.453 -0.910 -0.560
H -4.035 -3.556 0.913
H -5.052 -2.224 1.467
H -2.523 -2.329 2.343
H -3.126 -0.755 1.766
Cl 0.827 -2.588 -2.568
C 1.512 -3.244 -1.128
C 1.921 -4.557 -1.105
C 2.439 -5.103 0.063
C 2.540 -4.326 1.217
C 2.151 -3.015 1.202
C 1.638 -2.405 0.020
C 1.330 -1.065 -0.002
H 1.835 -5.162 -1.993
H 2.757 -6.133 0.073
H 2.934 -4.763 2.122
H 2.240 -2.392 2.079
H 1.049 -0.595 -0.950
H 1.478 -0.461 0.887